[1]
The following is a quantum chemistry calculation of a cluster of 3 separate species, C10H16F4N2O2P2 in total, from the OMol25 dataset.

Geometry as XYZ:
```
36
Properties=species:S:1:pos:R:3:forces:R:3:nbo_charge:R:1
O -1.226 -2.768 2.283 -0.08 -0.06 -0.08 -1.0052
P -1.956 -1.916 1.055 0.14 0.01 0.12 0.9962
O -2.056 -0.450 1.772 -0.05 0.02 -0.07 -0.9849
P -4.118 -2.650 1.397 0.03 -0.07 -0.12 0.4325
C -5.888 -3.362 1.789 -0.03 -0.09 -0.03 0.3149
F -6.278 -4.162 0.747 0.06 0.03 0.03 -0.3453
F -5.803 -4.161 2.893 -0.01 -0.01 0.02 -0.3415
C -7.007 -2.360 2.022 -0.03 0.00 -0.06 0.5066
F -6.777 -1.690 3.175 0.02 0.03 0.09 -0.3302
F -6.968 -1.459 1.005 -0.03 0.09 -0.12 -0.3367
H -1.616 -3.632 2.474 -0.02 0.01 0.03 0.4913
H -2.479 -0.444 2.644 -0.02 -0.01 0.01 0.4886
H -4.445 -2.572 0.019 -0.09 0.01 0.06 0.0207
H -3.641 -3.911 1.914 0.02 0.03 0.00 -0.0362
H -4.406 -1.500 2.200 0.08 0.02 0.06 -0.0142
H -7.999 -2.814 2.053 0.00 -0.04 0.04 0.1512
C 1.800 1.005 -1.572 0.02 -0.01 0.00 -0.3085
C 2.109 1.896 -0.507 0.03 0.05 0.02 -0.3344
C 1.619 1.338 0.647 0.02 -0.04 -0.03 -0.0727
N 1.030 0.151 0.317 0.03 -0.01 0.03 -0.5005
C 1.133 -0.062 -1.028 0.00 0.00 0.00 -0.0756
H 2.032 1.140 -2.616 -0.01 0.01 0.01 0.2217
H 2.618 2.842 -0.584 -0.05 0.02 0.00 0.2251
H 1.640 1.687 1.665 -0.01 0.01 -0.01 0.2111
H 0.581 -0.471 0.966 -0.03 0.04 -0.02 0.4153
H 0.718 -0.945 -1.482 0.00 0.01 0.00 0.2131
C 6.025 3.258 -3.674 0.00 0.01 0.00 -0.2990
C 6.365 4.138 -2.611 0.00 0.00 -0.01 -0.3121
C 5.841 3.608 -1.461 0.00 -0.01 0.00 -0.0797
N 5.201 2.446 -1.789 0.01 -0.06 0.03 -0.5084
C 5.306 2.225 -3.133 0.00 0.01 0.00 -0.0805
H 6.278 3.372 -4.715 0.00 0.00 0.01 0.2171
H 6.929 5.054 -2.683 0.00 -0.01 0.00 0.2189
H 5.871 3.960 -0.444 0.00 0.00 -0.01 0.2084
H 4.705 1.853 -1.145 -0.03 0.02 -0.03 0.4235
H 4.862 1.356 -3.589 0.00 0.00 0.00 0.2098
```
Forces are in eV/Å.

Values from the calculation:
HOMO level = -8.0 eV
Electronic energy = -47150.3049 eV
Structure (SMILES) = OP(O)[PH3]C(F)(F)C(F)F.c1cc[nH]c1.c1cc[nH]c1
Kohn-Sham gap = 0.3066 Eh



[2]
The following is a quantum chemistry calculation of the molecule CHNO2S in a non-equilibrium geometry, from the OMol25 dataset.

Geometry as XYZ:
```
6
Properties=species:S:1:pos:R:3:forces:R:3:nbo_charge:R:1
N -2.310 0.093 -0.165 -1.04 -0.51 -0.43 -0.2580
C -1.319 0.464 0.270 -0.24 0.53 -0.07 -0.0416
S 0.093 1.098 0.856 1.69 -1.06 -0.09 0.6035
O 0.927 -0.413 0.701 -1.01 0.74 1.98 -0.3660
O 1.665 -0.608 -0.437 -1.64 0.42 -3.85 -0.3918
H 0.944 -0.633 -1.225 2.24 -0.12 2.45 0.4540
```
Forces are in eV/Å.

Values from the calculation:
HOMO level = -10.7 eV
Relative energy (zero: lowest compared OMol25 entry of this formula, charge and spin) = 318.5 kJ/mol
Electronic energy = -17468.8747 eV
Structure (SMILES) = N#CSOO
Kohn-Sham gap = 0.3598 Eh